The following is a quantum chemistry calculation of a 2-piece molecular cluster, H4S4 overall, from the Open Molecules 2025 dataset.

XYZ file:
```
8
Properties=species:S:1:pos:R:3:forces:R:3
S -2.129 0.836 -2.523 0.125 -0.055 -0.088
S -0.233 0.474 -1.758 -0.549 0.354 0.075
H -1.977 2.072 -3.043 0.185 -0.153 0.136
H -0.507 0.938 -0.520 0.211 -0.131 -0.195
S 1.466 -0.583 2.997 -0.397 -0.452 -0.577
S 0.147 -1.278 1.492 0.707 0.335 0.511
H 2.451 -0.051 2.242 -0.280 -0.056 -0.073
H 0.781 -2.409 1.114 -0.003 0.157 0.210
```
Forces are in eV/Å.

Values from the calculation:
* HOMO: -0.3476 Eh
* relative energy (zero: lowest compared OMol25 entry of this formula, charge and spin): 1.8 kcal per mole
* E_LUMO: 0.12 eV
* SMILES: SS.SS
* spin multiplicity: 1
* frontier orbital gap: 9.5816 eV
* charge: 0
* calculated total energy: -43405.527 eV